[1]
{"formula": "C55H56AsBr2GeN2OSiW", "method": "ωB97M-V/def2-TZVPD", "total_energy_ev": -330115.911, "total_charge": -1, "homo_energy_ev": [-3.85, -3.58], "multiplicity": 1, "e_above_lowest_kcal_mol": 3.48, "orbital_gap_ev": [5.90, 5.90], "elements": ["W", "Br", "C", "C", "C", "Br", "C", "C", "C", "C", "N", "C", "C", "O", "H", "H", "H", "H", "C", "Ge", "C", "C", "C", "H", "H", "H", "H", "H", "H", "H", "H", "H", "H", "C", "C", "C", "C", "C", "C", "As", "N", "C", "C", "C", "C", "C", "C", "C", "C", "C", "C", "C", "C", "C", "C", "C", "C", "C", "C", "H", "H", "H", "H", "H", "H", "H", "H", "H", "H", "H", "H", "H", "H", "H", "H", "H", "H", "H", "H", "H", "H", "H", "H", "H", "H", "H", "C", "C", "C", "C", "C", "C", "Si", "C", "C", "C", "C", "C", "C", "C", "C", "C", "C", "C", "C", "H", "H", "H", "H", "H", "H", "H", "H", "H", "H", "H", "H", "H", "H", "H"], "xyz": [[0.8649, -0.0382, -0.5611], [5.3135, -1.2608, 1.3280], [5.0487, -1.5861, -0.5110], [5.9859, -2.3690, -1.1979], [5.8734, -2.5868, -2.5408], [7.1379, -3.7078, -3.4077], [4.8511, -1.9459, -3.2819], [4.7132, -2.0373, -4.6855], [3.7605, -1.3043, -5.3259], [2.9470, -0.4522, -4.5527], [3.0165, -0.3747, -3.2494], [3.9261, -1.1331, -2.5880], [3.9334, -1.0304, -1.1289], [3.0171, -0.4129, -0.4575], [6.7959, -2.8089, -0.6325], [5.3832, -2.6855, -5.2353], [3.6351, -1.3507, -6.3992], [2.2127, 0.1820, -5.0421], [0.2495, -2.8241, -4.6060], [-0.1914, -2.9346, -2.6850], [-2.0494, -3.5156, -2.5287], [0.9389, -4.3163, -1.8640], [0.3881, -1.2492, -1.9061], [-0.5989, -3.1411, -5.2156], [1.1034, -3.4608, -4.8429], [0.4992, -1.8006, -4.8864], [-2.1560, -4.3605, -3.2136], [-2.7490, -2.7361, -2.8250], [-2.2904, -3.8422, -1.5180], [0.8530, -5.2551, -2.4151], [0.6306, -4.4964, -0.8322], [1.9833, -4.0013, -1.8641], [0.7969, -0.5828, -2.6933], [-0.9196, 3.4868, -3.4512], [-0.2318, 3.0937, -2.1764], [0.8942, 2.3209, -2.1695], [1.6122, 1.9805, -0.9546], [3.1062, 2.2630, -1.0028], [0.8302, 2.1917, 0.2834], [1.7548, 1.3720, 1.9119], [1.1198, -0.3549, 1.4456], [1.7977, -1.4099, 2.0424], [2.2843, -1.3239, 3.3577], [2.8633, -2.4156, 3.9834], [2.9770, -3.6339, 3.3316], [2.5227, -3.7303, 2.0216], [1.9593, -2.6410, 1.3836], [0.6772, 1.9387, 3.4582], [-0.3389, 1.2334, 4.1192], [-0.8159, -0.1462, 3.7552], [-0.9547, 1.8365, 5.2186], [-0.5845, 3.0804, 5.6994], [-1.2981, 3.7067, 6.8638], [0.4630, 3.7356, 5.0664], [1.0986, 3.1834, 3.9642], [2.2095, 3.9688, 3.3173], [-0.2475, 3.1267, 0.2687], [-0.9335, 3.6705, 1.4912], [-0.7252, 3.5735, -0.9437], [-0.3412, 3.1827, -4.3247], [-1.0677, 4.5679, -3.4934], [-1.9046, 3.0185, -3.5207], [1.3744, 2.0514, -3.1082], [3.5588, 1.7480, -1.8472], [3.6223, 1.9519, -0.0958], [3.2456, 3.3412, -1.1350], [2.2043, -0.3912, 3.9051], [3.2249, -2.3092, 5.0000], [3.4317, -4.4839, 3.8236], [2.6280, -4.6598, 1.4733], [1.6502, -2.7394, 0.3474], [-0.9033, -0.3032, 2.6846], [-1.7790, -0.3362, 4.2307], [-0.1212, -0.9103, 4.1058], [-1.7588, 1.3014, 5.7141], [-1.9201, 2.9758, 7.3810], [-1.9480, 4.5209, 6.5348], [-0.5940, 4.1221, 7.5867], [0.7885, 4.7060, 5.4287], [2.3383, 4.9233, 3.8286], [2.0089, 4.1863, 2.2638], [3.1621, 3.4355, 3.3500], [-1.8756, 4.1334, 1.1982], [-0.3221, 4.4310, 1.9835], [-1.1575, 2.9066, 2.2277], [-1.5802, 4.2400, -0.9456], [-4.6810, 3.1980, 1.5045], [-4.1581, 2.1877, 2.2963], [-3.2965, 1.2474, 1.7472], [-2.9145, 1.2759, 0.4044], [-3.4767, 2.2951, -0.3725], [-4.3392, 3.2433, 0.1598], [-1.7510, -0.0410, -0.3949], [-2.6244, -0.0938, -2.1108], [-3.9758, -0.4465, -2.2071], [-4.6442, -0.4876, -3.4209], [-3.9779, -0.1566, -4.5945], [-2.6462, 0.2190, -4.5283], [-1.9887, 0.2444, -3.3038], [-2.3073, -1.6391, 0.5107], [-1.3883, -2.6565, 0.7580], [-1.7237, -3.8219, 1.4348], [-3.0217, -4.0064, 1.8847], [-3.9645, -3.0111, 1.6592], [-3.6062, -1.8484, 0.9915], [-5.3533, 3.9377, 1.9235], [-4.4189, 2.1272, 3.3471], [-2.9357, 0.4557, 2.3884], [-3.2378, 2.3506, -1.4286], [-4.7476, 4.0161, -0.4819], [-4.5279, -0.7099, -1.3111], [-5.6857, -0.7863, -3.4528], [-4.4953, -0.1856, -5.5462], [-2.1120, 0.4928, -5.4317], [-0.9483, 0.5381, -3.2801], [-0.3641, -2.5466, 0.4182], [-0.9621, -4.5718, 1.6155], [-3.2958, -4.9094, 2.4174], [-4.9817, -3.1352, 2.0132], [-4.3566, -1.0740, 0.8737]], "mulliken_charge": [-0.365, -0.187, 0.146, -0.267, -0.206, -0.282, 1.188, -0.988, -1.108, -0.248, 0.331, -0.416, -0.577, 0.770, 0.436, 0.307, 0.430, 0.399, -1.485, 1.170, -1.073, -1.364, 0.985, 0.508, 0.407, 0.264, 0.570, 0.204, 0.264, 0.540, 0.205, 0.253, 0.628, -1.899, 1.331, -1.349, 0.958, -1.943, 0.622, 0.581, 0.043, 1.195, -0.326, -0.859, -1.033, -0.615, 0.108, -0.078, 1.001, -1.373, -1.065, 0.649, -1.586, -0.937, 0.564, -1.937, 0.701, -1.569, -0.129, 0.308, 0.469, 0.230, 0.242, 0.415, 0.274, 0.387, 0.403, 0.423, 0.348, 0.517, -0.529, -0.205, 0.526, 0.682, 0.306, 0.374, 0.307, 0.373, 0.314, 0.456, 0.347, 0.342, 0.523, 0.542, -0.183, 0.494, -0.870, -0.840, -0.510, 0.594, -0.339, -0.686, -1.143, 0.518, -0.176, -0.733, -0.732, -0.971, 0.006, 1.117, 0.723, -0.724, -0.999, -0.831, -0.124, 0.335, 0.424, 0.648, 0.286, 0.404, 0.021, 0.402, 0.357, 0.458, 0.428, -0.607, 0.446, 0.353, 0.361, 0.226]}

[2]
{"formula": "C34H36BF3O3", "method": "ωB97M-V/def2-TZVPD", "total_energy_ev": -50813.683, "homo_energy_ev": -6.16, "multiplicity": 1, "e_above_lowest_kcal_mol": 0.00, "orbital_gap_ev": 5.35, "elements": ["C", "O", "C", "C", "C", "C", "C", "C", "C", "C", "C", "C", "C", "C", "C", "H", "H", "H", "H", "H", "H", "H", "H", "H", "H", "H", "H", "H", "C", "C", "C", "C", "O", "B", "C", "C", "C", "C", "C", "F", "F", "F", "C", "C", "C", "C", "C", "C", "C", "C", "C", "C", "O", "C", "H", "H", "H", "H", "H", "H", "H", "H", "H", "H", "H", "H", "H", "H", "H", "H", "H", "H", "H", "H", "H", "H", "H"], "xyz": [[-6.5811, -2.6026, -0.2270], [-6.0962, -2.4268, -1.5738], [-4.8521, -1.9394, -1.7960], [-4.4554, -1.8103, -3.1544], [-3.2998, -1.1435, -3.4739], [-2.5563, -0.4806, -2.4556], [-1.5213, 0.4646, -2.7788], [-1.5149, 1.7715, -2.1746], [-0.6644, 2.7774, -2.7151], [-0.7547, 4.1002, -2.3208], [-1.6884, 4.4919, -1.3583], [-2.5269, 3.5309, -0.7859], [-2.4450, 2.1982, -1.1724], [-2.8375, -0.8125, -1.1019], [-3.9714, -1.5268, -0.7654], [-7.6026, -2.9586, -0.3703], [-5.9918, -3.3580, 0.3073], [-6.5824, -1.6591, 0.3336], [-5.1129, -2.2140, -3.9218], [-2.9690, -1.0732, -4.5098], [-1.1171, 0.4196, -3.7926], [0.0371, 2.4972, -3.5009], [-0.0923, 4.8405, -2.7687], [-1.7553, 5.5344, -1.0478], [-3.2439, 3.8355, -0.0172], [-3.1446, 1.4887, -0.7347], [-2.1479, -0.4759, -0.3245], [-4.2058, -1.7198, 0.2844], [2.1269, -3.8320, 2.8544], [1.8573, -2.7395, 3.8843], [1.8073, -3.3462, 5.2789], [2.9807, -1.6661, 3.8326], [2.9121, -0.8765, 2.6218], [1.6708, -0.5060, 2.1688], [1.5031, 0.8819, 1.5251], [2.6257, 1.6718, 1.2555], [2.4918, 3.0175, 0.9562], [1.2206, 3.5804, 0.9547], [1.1096, 5.0486, 0.6713], [-0.1331, 5.5499, 0.9313], [2.0017, 5.7917, 1.3838], [1.3763, 5.2969, -0.6595], [0.0890, 2.8107, 1.1855], [0.2293, 1.4481, 1.3973], [0.6942, -0.9863, -2.7339], [0.1248, -2.1699, -2.0518], [1.9405, -0.4487, -2.3045], [2.3352, 0.8781, -2.6503], [3.5299, 1.4182, -2.1984], [4.4381, 0.6248, -1.4821], [4.0953, -0.6916, -1.1516], [2.8751, -1.2219, -1.5389], [0.5465, -1.2635, 2.3929], [0.5006, -2.0531, 3.5999], [2.2180, -3.4069, 1.8465], [3.0541, -4.3546, 3.1141], [1.2995, -4.5504, 2.8744], [1.6319, -2.5575, 6.0224], [0.9922, -4.0777, 5.3402], [2.7510, -3.8548, 5.5149], [2.8779, -0.9762, 4.6933], [3.9795, -2.1367, 3.8424], [3.6166, 1.2291, 1.2890], [3.3667, 3.6339, 0.7524], [-0.8899, 3.2753, 1.2057], [-0.6592, 0.8310, 1.5155], [0.4040, -0.8140, -3.7697], [-0.9314, -2.2565, -2.3138], [0.6243, -3.1128, -2.3369], [0.2114, -2.0586, -0.9560], [1.6670, 1.4681, -3.2795], [3.7640, 2.4645, -2.4010], [5.4022, 1.0337, -1.1778], [4.7904, -1.3038, -0.5742], [2.6333, -2.2637, -1.3049], [-0.2989, -2.7972, 3.4581], [0.2402, -1.3808, 4.4384]], "mulliken_charge": [-0.793, -0.442, 0.753, -0.790, -0.457, -0.302, -1.048, 0.913, -0.161, -0.887, -0.196, -1.197, 0.019, -0.467, -0.503, 0.246, 0.308, 0.332, 0.410, 0.385, 0.813, 0.181, 0.372, 0.365, 0.353, 0.329, 0.915, 0.395, -1.647, 2.316, -2.057, -0.987, -0.360, 0.853, 0.414, -0.585, -0.978, 0.293, 0.691, -0.285, -0.285, -0.241, -0.656, -0.389, -0.334, -1.263, 0.620, 0.011, -0.508, -0.570, -0.466, -0.293, -0.228, -1.099, 0.188, 0.445, 0.414, 0.429, 0.410, 0.421, 0.308, 0.295, 0.450, 0.414, 0.600, 0.216, 0.526, 0.300, 0.450, 0.081, 0.153, 0.400, 0.384, 0.343, 0.332, 0.306, 0.319]}

Look up the multiplicity of the second one. 1